[1]
99
Properties=species:S:1:pos:R:3:forces:R:3:lowdin_spin:R:1 method="wB97M-V/def2-TZVPD" spin_multiplicity=2 gap_ev="4.8 / 4.8" de_lowest_kcal_mol=51.58 total_charge=+1
Cu -3.58280 -3.53567 2.30230 0.4 -0.4 -0.2 -0.001
C 0.96423 0.20085 -0.55371 0.9 -0.6 1.0 -0.001
C 0.73118 -1.03893 0.36872 -1.5 0.9 -1.2 0.097
O -0.54589 -1.60016 0.31140 0.7 0.2 0.3 0.829
H 0.56331 1.11298 -0.11169 -0.3 -0.1 0.0 0.001
H 0.69920 0.14479 -1.60951 -0.3 -0.4 0.2 0.000
H 2.04786 0.30997 -0.50985 0.2 0.3 -0.2 -0.001
H 0.92000 -0.75234 1.40328 0.0 0.1 0.4 0.037
H 1.44471 -1.84751 0.21009 0.2 -0.3 -0.3 0.039
C 3.24914 0.86992 -6.25050 -1.5 0.2 -1.3 0.000
C 1.98324 1.32030 -7.02919 0.2 -0.6 0.1 0.000
O 2.26949 1.92241 -8.29348 0.7 0.1 0.3 0.000
O 3.96212 1.95336 -5.72628 0.2 -0.1 -0.1 0.000
H 3.78902 0.28595 -6.99590 0.6 -0.1 0.1 0.000
H 2.94760 0.17309 -5.46845 0.0 0.3 0.2 0.000
H 1.38690 2.03770 -6.46545 -0.1 -0.3 0.4 0.000
H 1.45069 0.40038 -7.27055 -0.5 -0.1 0.5 0.000
H 1.41159 2.18164 -8.63759 0.1 0.1 -0.2 0.000
H 4.16311 2.46689 -6.51208 0.3 0.5 0.1 0.000
C 4.10698 -6.22746 1.68234 0.3 -0.8 -1.5 0.000
C 4.64724 -5.52233 2.87705 -0.8 0.3 0.6 0.000
O 4.83205 -6.34978 4.01284 -0.1 0.0 -0.2 0.000
O 5.08149 -7.04459 1.07333 1.2 -0.7 -0.2 0.000
H 3.83809 -5.56389 0.86047 -0.6 0.8 0.6 0.000
H 3.27825 -6.90041 1.90247 -0.4 0.4 0.6 0.000
H 3.82423 -4.85096 3.12203 0.1 0.3 0.5 0.000
H 5.53610 -4.91972 2.69028 0.1 -0.1 -0.4 0.000
H 5.58627 -6.92210 3.85407 0.1 -0.1 -0.1 0.000
H 4.91360 -7.04985 0.12814 0.2 -0.2 0.1 0.000
C -3.80467 5.30959 -3.56546 0.4 -0.8 -0.5 0.000
C -3.38293 3.88648 -3.09782 0.5 -0.4 -0.9 0.000
O -4.04958 2.86356 -3.83730 -1.5 0.0 -0.1 0.000
O -5.19928 5.46689 -3.51832 -0.5 -0.4 0.5 0.000
H -3.48088 5.41918 -4.60047 0.2 -0.2 -0.2 0.000
H -3.30068 6.10289 -3.01340 0.2 -0.2 0.4 0.000
H -3.45305 3.68927 -2.02811 -0.3 0.4 0.2 0.000
H -2.38180 3.60744 -3.42643 0.9 1.5 0.6 0.000
H -3.54046 2.05609 -3.73538 -0.1 0.0 0.0 0.000
H -5.45630 6.31730 -3.88211 0.2 0.0 0.0 0.000
C -2.62711 6.05221 3.91585 0.9 -1.3 0.1 0.000
C -1.98077 5.59175 2.57647 0.2 0.4 -0.6 0.000
O -0.66491 6.09096 2.36770 0.4 0.5 0.8 0.000
O -3.85656 5.39972 4.03384 -1.7 -0.4 -0.8 0.000
H -2.78895 7.12093 4.05633 0.4 0.1 -0.4 0.000
H -2.02681 5.62298 4.71803 0.7 0.7 0.0 0.000
H -2.54471 5.89346 1.69383 -0.7 0.1 0.3 0.000
H -1.89117 4.50625 2.53433 -0.5 -0.2 0.5 0.000
H -0.46756 6.07591 1.42832 -0.1 0.0 0.0 0.000
H -3.99397 4.90403 4.84440 0.5 0.3 0.0 0.000
C -1.60234 -7.09775 0.34547 -0.3 -0.6 -0.3 0.000
C -2.95396 -7.23771 -0.41243 0.2 0.7 0.2 0.000
O -3.73085 -6.07918 -0.06853 -0.3 0.4 0.5 0.000
O -1.79551 -6.82783 1.73468 0.1 0.6 -0.4 0.000
H -0.98090 -6.31842 -0.09560 -0.5 0.6 0.2 0.000
H -0.93622 -7.95239 0.22720 -0.4 -0.5 -0.1 0.000
H -3.54654 -8.12034 -0.17186 0.4 -0.3 0.4 0.000
H -2.89937 -7.19983 -1.50040 0.8 -0.3 -0.1 0.000
H -4.63618 -6.27389 -0.32165 -0.1 0.1 -0.1 0.000
H -2.08107 -7.61913 2.19718 0.0 -0.2 -0.1 0.000
C 4.15276 7.45448 -1.78007 0.1 -0.5 -0.4 0.000
C 3.41232 6.14651 -1.94813 -1.7 0.3 0.4 0.000
O 1.95060 6.36223 -1.88123 1.4 -0.2 -0.3 0.000
O 4.06387 8.03038 -0.52893 0.1 0.3 1.5 0.000
H 3.79336 8.18775 -2.50204 0.2 -0.2 -0.6 0.000
H 5.20042 7.20912 -1.95415 0.2 0.3 -0.2 0.000
H 3.57964 5.41624 -1.15642 0.4 0.3 0.1 0.000
H 3.71500 5.69959 -2.89510 -0.2 -0.1 -0.2 0.000
H 1.77572 6.96016 -2.61164 -0.3 0.1 -0.1 0.000
H 3.40131 8.72369 -0.48515 -0.1 -0.2 -0.2 0.000
C -3.84174 -2.78710 -4.59885 -1.0 0.2 -0.4 0.000
C -4.18774 -2.59870 -6.10929 0.7 -0.4 0.9 0.000
O -3.55843 -3.60333 -6.89847 -0.3 0.2 0.2 0.000
O -2.55349 -2.36411 -4.30409 1.7 0.8 -0.6 0.000
H -3.93303 -3.80837 -4.22902 -0.5 -0.3 -0.6 0.000
H -4.55347 -2.16868 -4.05196 -0.4 0.1 0.1 0.000
H -3.86833 -1.62220 -6.47335 0.3 0.3 0.4 0.000
H -5.26846 -2.59941 -6.25121 -0.2 -0.3 0.3 0.000
H -3.63163 -3.27231 -7.79662 0.2 -0.3 -0.2 0.000
H -2.31391 -2.39475 -3.37497 -0.5 -0.2 0.0 0.000
C -1.55007 -4.90786 7.64674 -1.4 0.0 0.0 0.000
C -1.57839 -3.50808 7.09501 1.0 -0.2 -0.7 0.000
O -1.41568 -3.58531 5.67329 -0.5 0.2 -1.0 0.000
O -2.89375 -5.49397 7.59392 1.2 0.3 0.5 0.000
H -1.18326 -4.81659 8.66910 -0.5 -0.6 0.2 0.000
H -0.87719 -5.53352 7.06032 0.2 0.1 0.1 0.000
H -0.71493 -2.96845 7.48403 -0.3 0.3 0.3 0.000
H -2.52725 -3.00455 7.27997 0.2 0.0 0.4 0.000
H -0.59425 -3.17212 5.39738 0.0 0.0 0.2 0.000
H -3.26891 -5.22884 6.75097 0.0 -0.1 -0.1 0.000
C 2.69875 2.68848 3.99617 -0.4 -0.9 -0.2 0.000
C 3.41961 1.59666 4.77716 -0.4 0.9 1.3 0.000
O 2.61170 1.21113 5.94733 0.7 0.1 -1.4 0.000
O 2.73554 3.88532 4.67370 0.6 1.4 1.6 0.000
H 1.64364 2.42080 3.93969 -0.1 -0.5 -0.7 0.000
H 3.19234 2.85900 3.03941 -0.2 -0.7 -0.4 0.000
H 4.32297 2.07412 5.15672 0.3 -0.1 0.0 0.000
H 3.71399 0.72448 4.19344 -0.3 0.0 -0.3 0.000
H 3.22374 0.70442 6.48607 -0.1 0.0 0.3 0.000
H 2.26307 4.57892 4.20756 -0.1 -0.1 -0.1 0.000

***

[2]
97
Properties=species:S:1:pos:R:3:forces:R:3:lowdin_spin:R:1 method="wB97M-V/def2-TZVPD" spin_multiplicity=2 gap_ev="8.1 / 1.8" total_charge=+1
C 2.55032 -3.91395 0.76028 0.2 0.2 0.0 0.006
C 3.97396 -3.76361 1.32822 -2.1 -1.3 -1.9 0.126
C 3.96398 -2.70968 2.44566 0.8 0.4 2.4 0.107
O 5.15603 -2.73362 3.29030 -2.0 1.1 -1.2 0.126
C 5.07848 -1.59552 4.20673 -0.2 -0.1 0.5 0.014
N 4.43252 -5.05818 1.74318 0.7 3.2 2.6 0.517
H 1.81564 -3.15192 1.02040 0.4 0.4 0.2 0.002
H 2.13965 -4.84259 1.15660 -0.1 -0.1 -0.6 0.001
H 2.66922 -3.86413 -0.32207 -0.5 -0.6 0.0 0.003
H 4.57758 -3.36498 0.51285 0.8 0.0 0.2 0.033
H 3.07413 -2.94364 3.03006 0.0 -0.8 0.5 0.017
H 3.64077 -1.73716 2.07437 1.0 0.3 -0.5 0.000
H 4.70718 -0.65858 3.79156 0.3 -0.1 -0.9 0.006
H 6.03191 -1.39943 4.69726 0.0 -0.4 -0.3 0.000
H 4.31853 -1.80851 4.95853 0.1 -0.4 0.2 0.006
H 3.88439 -5.51427 2.45847 -1.5 -1.2 -0.8 0.024
H 5.15837 -4.79478 2.39422 2.2 -0.5 -0.4 0.012
C 2.60613 4.18764 0.19921 -1.9 -1.5 -1.0 0.000
C 1.08339 4.60856 -0.10649 2.3 1.4 0.8 0.000
O 1.21954 5.89781 -0.72118 0.7 -0.9 0.4 0.000
O 3.38357 5.12572 0.85267 -0.3 1.0 0.4 0.000
H 3.03747 3.94089 -0.77092 0.2 0.0 -0.2 0.000
H 2.65674 3.30256 0.83338 -0.4 -0.4 -0.2 0.000
H 0.55704 4.76942 0.83435 -0.2 -0.5 0.2 0.000
H 0.47462 4.02032 -0.79312 0.4 -0.7 0.3 0.000
H 0.32489 6.24244 -0.67195 -0.1 0.6 -0.3 0.000
H 2.84215 5.91792 0.88234 0.2 0.6 -0.1 0.000
C -1.21790 -1.78025 4.28839 0.3 0.9 -1.3 0.000
C -0.75979 -0.58925 3.46372 1.4 1.1 1.4 0.000
O -1.23015 0.62676 3.98301 -0.9 1.0 0.0 0.000
O -2.48701 -2.12723 3.80466 -0.5 -0.6 -0.1 0.000
H -1.34086 -1.54707 5.34603 0.8 0.3 0.0 0.000
H -0.42418 -2.50310 4.09972 -0.3 -0.9 0.3 0.000
H -0.85926 -0.57635 2.37835 -0.5 -0.9 -0.2 0.000
H 0.30109 -0.40930 3.63767 0.4 -0.7 -0.2 0.000
H -2.19004 0.62410 3.99725 -0.3 0.0 0.0 0.000
H -2.93693 -2.57208 4.52666 -0.4 -0.2 -0.2 0.000
C 1.35848 0.47205 -1.98873 -0.9 0.2 1.0 0.000
C 0.83404 -0.60736 -0.93393 -0.5 1.2 -2.7 0.000
O 1.11854 -0.30582 0.36866 0.8 0.3 1.5 0.000
O 0.60063 1.73780 -1.87556 0.6 -1.6 -0.5 0.000
H 1.19694 0.13121 -3.01139 -0.3 -0.1 0.1 0.000
H 2.43278 0.64576 -1.92705 0.1 0.2 0.4 0.000
H 1.15457 -1.62518 -1.15621 0.1 0.0 -0.3 0.000
H -0.24867 -0.49972 -0.99914 -0.3 -0.6 -0.7 0.000
H 0.43785 0.34828 0.54308 0.1 0.7 1.1 0.000
H 0.69051 2.13619 -1.00676 0.4 -0.1 0.3 0.000
C 0.33418 -2.97646 -3.72432 1.9 1.0 -2.2 0.000
C 0.77596 -4.19959 -2.91046 -1.2 0.2 -0.4 0.000
O -0.39017 -4.81422 -2.43320 -1.2 -1.0 0.3 0.000
O -0.09627 -3.35806 -5.06535 -0.7 -1.4 1.2 0.000
H 1.17443 -2.35864 -4.04115 0.7 0.2 1.1 0.000
H -0.33060 -2.28599 -3.20526 -0.5 -0.5 0.2 0.000
H 1.31560 -4.00681 -1.98324 0.5 0.6 -0.5 0.000
H 1.23412 -4.98208 -3.51536 0.9 0.7 -0.2 0.000
H -0.72774 -5.28478 -3.19885 -0.5 -0.2 0.0 0.000
H -0.39935 -2.62266 -5.60288 0.0 0.3 0.4 0.000
C -1.84274 2.13591 0.84810 -1.1 0.5 1.6 0.000
C -2.55929 3.34412 1.59721 -1.0 0.3 -1.7 0.000
O -2.38140 4.68774 1.06338 0.5 -1.0 1.1 0.000
O -0.57449 2.03478 1.41595 2.4 -0.2 -0.7 0.000
H -1.79648 2.09169 -0.24002 0.1 0.8 0.0 0.000
H -2.26543 1.15691 1.07389 -1.3 0.2 0.1 0.000
H -2.27998 3.37711 2.65030 0.6 0.0 -0.2 0.000
H -3.63661 3.18885 1.65526 -0.3 -0.4 -0.3 0.000
H -2.54051 4.72075 0.11723 0.1 -0.5 -0.3 0.000
H -0.69270 1.68644 2.30267 0.0 0.1 0.5 0.000
C -1.90172 6.92368 -1.98172 -0.8 -2.9 0.2 0.000
C -1.52312 5.52913 -2.60635 0.2 2.3 -1.2 0.000
O -1.77395 4.46731 -1.73178 -1.0 0.0 0.5 0.000
O -0.91687 7.12622 -1.01827 -0.6 1.8 0.6 0.000
H -2.85844 6.77487 -1.48108 -0.3 -0.3 0.2 0.000
H -2.16690 7.75611 -2.63352 1.1 0.0 -0.6 0.000
H -0.45691 5.50740 -2.83180 0.1 0.4 -0.1 0.000
H -2.05759 5.53257 -3.55631 -0.3 -0.8 -0.1 0.000
H -1.60018 3.63024 -2.16849 0.1 -0.1 -0.2 0.000
H -1.33181 7.64594 -0.32593 0.4 0.1 0.4 0.000
C -3.36699 0.47015 -3.49147 -2.8 0.2 -0.1 0.000
C -3.87492 0.16348 -2.06243 1.3 -0.8 -1.4 0.000
O -2.65882 -0.08254 -1.31819 -0.8 -0.1 0.1 0.000
O -3.05171 -0.67932 -4.24970 1.5 -0.4 0.9 0.000
H -2.56527 1.19999 -3.37879 0.1 0.1 -0.5 0.000
H -4.21409 0.73445 -4.12445 -0.1 1.5 0.4 0.000
H -4.37491 -0.80339 -2.11962 -0.6 0.2 0.0 0.000
H -4.54098 0.89761 -1.60908 0.3 0.3 0.0 0.000
H -2.78955 -1.01573 -1.13475 0.8 -0.1 1.0 0.000
H -2.24173 -0.99198 -3.84009 0.3 -0.6 -0.2 0.000
C -1.11798 -3.11694 0.08983 -0.9 0.7 1.0 0.000
C -1.26062 -4.57041 0.62847 1.1 -0.3 -2.3 0.000
O -2.10665 -5.43865 -0.14415 -1.0 0.6 1.7 0.000
O -2.23048 -2.28712 0.46553 -0.3 -0.1 0.0 0.000
H -1.11423 -2.86215 -0.96997 0.5 -1.3 -0.2 0.000
H -0.24099 -2.63433 0.52119 0.5 -0.3 0.1 0.000
H -1.42135 -4.52243 1.70549 -1.3 -0.1 -0.1 0.000
H -0.31717 -5.11613 0.61512 0.9 0.5 -0.2 0.000
H -1.85007 -5.46358 -1.06890 0.6 0.5 0.1 0.000
H -2.18368 -2.04794 1.39408 -0.2 -0.2 0.3 0.000

***

[3]
106
Properties=species:S:1:pos:R:3:forces:R:3:lowdin_charge:R:1 method="wB97M-V/def2-TZVPD" spin_multiplicity=1 smiles="CCCC[Si@H](C)O.COP(=O)(OC)OC.COP(=O)(OC)OC.COP(=O)(OC)OC.COP(=O)(OC)OC.COP(=O)(OC)OC" gap_ev=6.6 total_charge=0
C -2.04840 3.05827 -4.05746 0.7 0.2 -1.2 -0.105
C -0.83408 3.07973 -5.09958 -1.3 -0.7 0.2 -0.247
C -0.34415 1.58466 -5.40677 0.8 1.6 -0.7 -0.251
C 1.08647 1.34845 -4.75570 -0.1 -0.5 -0.4 -0.289
Si 1.14409 0.04069 -3.37309 -0.4 0.5 0.8 0.524
C -0.12994 -1.37561 -3.58806 0.0 0.5 0.3 -0.208
O 0.92409 0.81979 -1.82409 0.3 -0.6 -1.6 -0.261
H -1.75358 2.59725 -3.07719 -0.3 0.6 -0.8 0.072
H -2.39851 4.12454 -3.96186 0.1 -1.2 0.2 0.057
H -2.83840 2.41130 -4.54053 0.6 0.8 0.7 0.056
H -1.22566 3.55044 -6.04725 0.4 -0.4 1.0 0.101
H -0.00853 3.74511 -4.73924 -0.6 -0.7 -0.3 0.096
H -1.11317 0.81323 -5.14266 0.7 0.8 0.0 0.083
H -0.23808 1.54551 -6.53378 0.0 -0.2 1.2 0.102
H 1.79893 1.00649 -5.56722 -0.6 0.4 0.9 0.075
H 1.51007 2.30234 -4.31620 -0.5 -0.9 -0.6 0.073
H 2.53412 -0.47869 -3.33216 0.0 -0.2 0.0 -0.013
H -1.14185 -1.00256 -3.25001 1.0 -0.5 -0.4 0.037
H -0.18559 -1.62290 -4.68262 0.0 0.0 1.0 0.037
H 0.16299 -2.27514 -2.97385 -0.4 0.9 -0.8 0.033
H 1.60936 1.50537 -1.76505 -0.4 -0.2 0.2 0.032
C -3.59258 9.58492 -5.03302 -0.4 0.1 -0.2 -0.136
O -3.05889 8.38142 -4.47056 1.7 2.7 -1.3 -0.275
P -1.35503 8.19806 -4.65075 0.3 -8.8 3.2 0.692
O -1.44760 6.81350 -5.27314 -0.1 1.8 -0.4 -0.274
O -1.14719 8.11799 -3.02750 0.5 0.6 -0.8 -0.266
C -2.07730 7.39553 -2.22845 -0.2 0.2 0.4 -0.111
O 0.34486 8.33382 -4.82758 -2.0 2.9 -0.5 -0.239
C 0.78049 9.43492 -5.63402 0.2 0.1 -0.2 -0.140
H -4.67173 9.59666 -4.87459 0.1 -0.1 0.1 0.088
H -3.15258 10.46248 -4.55647 -0.1 0.1 0.0 0.081
H -3.40085 9.61558 -6.11168 -0.1 0.1 0.1 0.083
H -2.48168 6.52474 -2.74350 0.0 0.1 -0.2 0.077
H -2.87905 8.06018 -1.91298 -0.1 -0.1 0.0 0.084
H -1.54856 7.05643 -1.33773 0.2 0.1 -0.1 0.092
H 0.46485 10.38103 -5.18786 0.2 0.1 -0.1 0.080
H 0.37130 9.34852 -6.64549 0.1 0.1 0.0 0.083
H 1.86828 9.41711 -5.68880 -0.1 -0.1 0.1 0.087
C -1.98484 -1.29561 1.00012 -0.4 0.1 -0.1 -0.131
O -1.51490 -2.53558 1.54069 1.8 2.8 -1.1 -0.273
P 0.17891 -2.79646 1.36823 -0.4 -9.0 2.6 0.696
O -0.01148 -4.15816 0.71823 0.0 1.7 -0.4 -0.269
O 0.39231 -2.92503 2.98832 0.5 0.7 -0.7 -0.274
C -0.57989 -3.59956 3.77783 -0.3 0.2 0.4 -0.113
O 1.88032 -2.80909 1.16070 -1.6 3.1 -0.2 -0.242
C 2.38846 -1.73364 0.36358 0.2 0.2 -0.2 -0.138
H -3.06352 -1.23474 1.15090 0.1 -0.1 0.1 0.088
H -1.50669 -0.45080 1.49824 -0.1 0.1 0.0 0.082
H -1.78260 -1.25156 -0.07616 -0.1 0.1 0.1 0.076
H -1.04923 -4.42972 3.25098 0.0 0.1 -0.2 0.090
H -1.32972 -2.88479 4.11092 -0.2 -0.1 0.0 0.086
H -0.07421 -3.99282 4.66012 0.2 0.1 -0.1 0.080
H 2.15775 -0.77597 0.83536 0.2 0.1 -0.2 0.081
H 1.94660 -1.76681 -0.63674 0.1 0.1 0.0 0.063
H 3.47008 -1.83721 0.28070 -0.1 -0.1 0.1 0.089
C -5.65078 0.39839 -5.45327 0.4 -0.3 0.1 -0.150
O -7.03397 0.70376 -5.38336 2.5 1.7 -1.3 -0.283
P -7.42689 2.36087 -5.67674 -9.1 -1.2 3.2 0.707
O -8.21562 2.43713 -4.37886 1.5 0.2 -0.3 -0.263
O -8.39655 1.96079 -6.93608 1.0 0.9 -0.1 -0.266
C -9.18121 0.77552 -6.87630 0.0 -0.4 -0.3 -0.115
O -7.66717 4.02814 -5.99665 3.1 -1.3 -1.3 -0.244
C -6.46403 4.79954 -6.10220 0.1 0.2 0.0 -0.141
H -5.50905 -0.66327 -5.24610 -0.1 0.1 0.0 0.089
H -5.26142 0.62555 -6.44734 0.2 -0.1 0.0 0.081
H -5.10323 0.97791 -4.70095 0.1 -0.1 -0.1 0.073
H -9.52234 0.55177 -5.86609 0.2 0.1 0.1 0.090
H -8.61157 -0.05853 -7.28168 0.0 -0.1 0.1 0.083
H -10.05419 0.92936 -7.51065 0.1 0.2 0.0 0.090
H -5.85093 4.43649 -6.93044 0.1 0.2 0.0 0.079
H -5.89479 4.74320 -5.16911 0.0 0.1 -0.1 0.082
H -6.73232 5.83829 -6.29182 -0.1 -0.1 0.0 0.085
C 3.01283 -5.31365 9.11736 0.4 -0.4 0.1 -0.129
O 2.60735 -4.08776 9.74045 0.1 -0.6 -3.3 -0.272
P 2.45144 -2.75980 8.65658 -1.0 6.4 6.6 0.689
O 3.34780 -1.83222 9.46234 -0.1 -1.4 -1.3 -0.275
O 0.87006 -2.55048 9.03747 0.5 -0.1 -1.0 -0.271
C 0.44599 -2.67805 10.38876 -0.3 -0.3 0.1 -0.120
O 2.25414 -1.68220 7.33802 0.2 -3.4 -0.6 -0.241
C 2.71727 -2.18504 6.07831 0.1 0.0 -0.3 -0.129
H 3.09396 -6.08736 9.88210 -0.1 0.2 0.0 0.088
H 2.28058 -5.62470 8.36994 0.0 -0.2 0.0 0.080
H 3.99278 -5.18950 8.64395 -0.1 -0.2 0.0 0.069
H 1.20120 -2.33799 11.09658 0.1 -0.1 -0.1 0.088
H 0.17272 -3.71257 10.58800 0.1 0.0 0.2 0.081
H -0.44563 -2.06267 10.51105 0.1 0.1 -0.2 0.088
H 2.15782 -3.08307 5.80664 0.1 0.1 -0.3 0.071
H 3.78557 -2.41641 6.13572 0.0 0.0 -0.1 0.081
H 2.55756 -1.42390 5.31539 -0.1 0.0 0.1 0.087
C 8.32318 -8.42973 5.62534 0.2 -0.3 0.1 -0.136
O 6.94430 -8.06687 5.75320 2.7 2.0 -0.6 -0.271
P 6.64491 -6.37056 5.75270 -9.1 -0.7 2.1 0.693
O 5.84153 -6.38959 7.04367 1.7 0.1 -0.7 -0.272
O 5.67707 -6.49591 4.43676 0.9 0.7 0.2 -0.267
C 4.78030 -7.59462 4.31805 -0.1 -0.3 -0.4 -0.113
O 6.60865 -4.66545 5.57478 3.0 -1.8 -0.9 -0.245
C 7.89452 -4.03316 5.56206 0.2 0.3 0.0 -0.139
H 8.40211 -9.51737 5.64727 -0.1 0.1 0.0 0.088
H 8.73410 -8.06108 4.68394 0.1 -0.1 -0.1 0.080
H 8.90020 -8.02402 6.46401 0.0 -0.1 -0.1 0.084
H 4.39074 -7.92099 5.28190 0.2 0.0 0.1 0.088
H 5.27818 -8.41688 3.80805 -0.1 -0.1 0.1 0.083
H 3.94467 -7.26862 3.69876 0.1 0.2 0.0 0.092
H 8.48703 -4.39422 4.71798 0.1 0.2 0.0 0.079
H 8.42422 -4.23397 6.49846 0.0 0.1 0.0 0.084
H 7.75268 -2.95810 5.45850 -0.1 -0.1 0.0 0.088

***

Number 1: calculated total energy -3866.763900 hartree. Number 2: calculated total energy -2130.609302 hartree. Number 3: calculated total energy -4373.431021 hartree.